# 1
Molecular formula: C5H30NO12
Method: DFT, wB97M-V/def2-TZVPD

Results
Total charge: -1
Max |F| (eV/Å): 7.61

Geometry (Å):
O  -2.82  1.24  -0.92
C  -2.58  0.55  0.07
C  -1.17  0.41  0.64
C  -0.11  0.41  -0.56
C  1.26  -0.22  -0.14
C  1.70  -1.52  -0.76
O  1.27  -1.57  -2.10
N  -0.97  1.63  1.42
H  -3.43  0.15  0.70
H  -1.20  -0.44  1.25
H  -0.12  1.33  -0.93
H  -0.36  -0.34  -1.40
H  1.03  -0.42  0.92
H  2.04  0.53  -0.32
H  1.21  -2.44  -0.17
H  2.78  -1.62  -0.83
H  -1.19  2.53  1.00
H  -0.01  1.65  1.93
H  1.40  2.27  -2.24
H  1.54  0.90  -2.90
O  2.08  1.64  -2.62
H  -0.74  -3.97  -0.19
H  0.39  -1.97  -2.18
O  -0.63  -3.07  0.11
H  -0.48  -1.16  -3.15
H  -1.17  0.19  -3.23
O  -0.35  -0.21  -3.52
H  -1.94  -2.80  1.00
H  -2.56  -2.14  2.22
O  -2.74  -2.51  1.41
H  1.64  2.61  2.59
H  2.13  1.23  3.21
O  1.59  2.06  3.26
H  -2.25  -2.35  -1.98
H  -0.89  -2.43  -1.02
O  -1.42  -2.07  -2.00
H  0.49  -2.91  1.49
H  0.63  -3.29  2.84
O  0.92  -2.59  2.22
H  0.94  3.03  0.88
H  2.29  3.39  0.42
O  1.57  3.62  1.05
H  1.76  -1.34  3.16
H  2.74  -0.84  2.12
O  2.46  -0.71  3.03
H  -1.63  4.00  -0.65
H  -1.26  2.78  -1.47
O  -0.91  3.51  -0.97



# 2
Molecular formula: C5H31N2O10
Method: DFT, wB97M-V/def2-TZVPD

Results
Total charge: -1
Max |F| (eV/Å): 2.13

Geometry (Å):
C  -0.31  3.27  0.55
O  -1.45  2.40  0.41
C  0.79  2.42  1.19
C  1.70  1.54  0.27
C  0.95  0.30  -0.24
C  0.73  -0.48  -2.56
N  0.41  0.58  -1.58
N  1.63  3.30  2.04
H  -0.59  4.07  1.23
H  0.04  3.64  -0.41
H  0.35  1.66  1.82
H  2.61  1.46  0.86
H  2.11  2.16  -0.54
H  0.18  -0.09  0.43
H  1.75  -0.44  -0.35
H  1.80  -0.72  -2.58
H  0.09  -1.34  -2.36
H  0.53  -0.10  -3.56
H  -0.61  0.62  -1.58
H  1.87  2.96  2.96
H  2.40  3.68  1.51
H  -2.32  -0.90  -0.60
H  -3.09  -0.13  -1.67
O  -2.52  0.02  -0.91
H  -1.72  -4.37  0.98
H  -1.35  -2.84  -0.40
O  -1.18  -3.69  0.59
H  -1.13  0.05  3.12
H  -1.76  1.09  3.99
O  -0.94  0.92  3.51
H  -3.63  1.07  1.46
H  -2.65  1.99  2.04
O  -3.37  1.40  2.33
H  0.68  3.54  -2.91
H  1.67  2.26  -2.83
O  1.38  3.04  -3.31
H  2.16  -3.98  -1.17
H  1.92  -2.87  -2.15
O  2.60  -3.51  -1.92
H  0.89  -1.94  0.94
H  -0.30  -2.35  1.65
O  0.61  -2.04  1.86
H  -1.24  1.47  0.43
H  -2.44  -2.83  -1.64
O  -1.63  -2.38  -1.40
H  0.23  -4.50  -0.35
H  1.03  -4.60  0.89
O  1.13  -4.78  -0.05



# 3
Molecular formula: C5H31N2O10
Method: DFT, wB97M-V/def2-TZVPD

Results
Total charge: +1
Max |F| (eV/Å): 1.61

Geometry (Å):
N  -1.06  -0.17  0.34
C  0.08  0.78  0.34
C  0.98  0.48  -0.89
C  0.48  1.27  -2.10
C  1.07  0.83  -3.44
C  0.90  0.62  1.62
N  1.75  1.58  1.98
O  0.76  -0.41  2.28
H  -0.65  -1.11  0.24
H  -1.49  -0.16  1.26
H  -1.67  0.07  -0.46
H  -0.30  1.80  0.33
H  0.85  -0.58  -1.12
H  2.02  0.67  -0.62
H  -0.60  1.07  -2.17
H  0.48  2.34  -1.87
H  2.06  0.40  -3.30
H  1.19  1.74  -4.04
H  0.41  0.24  -4.06
H  2.25  1.56  2.85
H  1.90  2.37  1.39
H  3.11  -2.79  2.54
H  2.28  -1.53  2.25
O  3.09  -2.00  2.00
H  -3.86  2.25  0.11
H  -2.89  2.06  1.34
O  -3.08  1.79  0.44
H  0.27  -2.80  -0.98
H  1.24  -2.87  0.32
O  0.37  -3.05  -0.06
H  -2.91  -3.89  1.32
H  -3.82  -3.32  0.16
O  -2.93  -3.58  0.41
H  -3.36  -1.14  -2.32
H  -1.96  -1.37  -2.67
O  -2.54  -0.64  -2.41
H  -1.08  0.88  3.46
H  -0.94  2.20  2.72
O  -1.47  1.39  2.74
H  3.60  -0.26  1.05
H  4.67  0.82  1.22
O  3.85  0.63  0.75
H  1.20  4.15  0.35
H  -0.24  4.50  0.88
O  0.40  3.80  0.75
H  -1.90  -3.51  -0.97
H  -1.10  -3.97  -2.20
O  -1.43  -3.18  -1.77



One value per record, in order, for energy above the lowest of the compared OMol25 structures with the same formula, charge and spin: 140.2, 35.5, 30.8 kcal per mole.
One value per record, in order, for HOMO: -0.2203, -0.2164, -0.4807 Eh.
One value per record, in order, for orbital gap: 8.81, 8.74, 10.58 eV.